DFT (wB97M-V/def2-TZVPD) results for a structure of composition C28H62FeN4O3PS4SbSi3 in a non-equilibrium geometry.

The spin multiplicity is 2. Its expectation value of S² is 1.04. The HOMO-LUMO gap (spin up / spin down) comes out at 6.306 / 6.823 eV. The value obtained for the lowest unoccupied orbital energy (spin up / spin down) is -3.743 / -3.172 eV. As for the total charge: +1.

Last column: Mulliken spin population.
CARTESIAN COORDINATES (ANGSTROEM)
Fe (0.063, -0.474, 0.072)  1.25
N (2.113, -3.783, 1.962)  -0.01
C (1.310, -2.858, 1.365)  0.05
S (1.998, -1.322, 1.002)  -0.09
N (0.071, -3.211, 1.159)  -0.02
N (-0.664, -2.199, 0.595)  -0.05
C (-1.746, -2.560, -0.002)  0.01
C (-2.458, -1.498, -0.691)  0.01
C (-3.630, -1.709, -1.401)  0.01
C (-4.214, -0.626, -2.039)  0.00
C (-3.617, 0.617, -1.918)  0.01
C (-2.446, 0.742, -1.188)  -0.02
N (-1.855, -0.285, -0.585)  -0.01
H (3.107, -3.686, 1.842)  0.00
H (1.762, -4.728, 1.972)  0.00
H (-2.074, -3.590, -0.021)  -0.01
H (-4.056, -2.699, -1.463)  0.00
H (-5.119, -0.753, -2.616)  0.00
H (-4.040, 1.492, -2.387)  0.00
H (-1.985, 1.707, -1.055)  0.01
C (-0.985, 5.582, -1.436)  0.00
C (-0.135, 4.392, -1.014)  0.00
C (-0.140, 3.314, -2.083)  0.00
S (0.549, 1.730, -1.580)  0.00
O (0.373, 1.543, -0.033)  -0.03
C (2.292, 2.113, -1.827)  0.00
C (3.214, 1.210, -1.024)  0.01
C (4.648, 1.718, -1.090)  0.00
H (-0.979, 6.358, -0.671)  0.00
H (-2.021, 5.287, -1.601)  0.00
H (-0.617, 6.026, -2.360)  0.00
H (-0.512, 3.968, -0.082)  0.00
H (0.888, 4.718, -0.811)  0.00
H (0.453, 3.584, -2.960)  0.00
H (-1.147, 3.100, -2.443)  0.00
H (2.454, 3.162, -1.573)  0.00
H (2.424, 1.984, -2.905)  0.00
H (3.146, 0.190, -1.402)  0.00
H (2.875, 1.191, 0.014)  0.00
H (5.014, 1.745, -2.117)  0.00
H (5.315, 1.071, -0.521)  0.00
H (4.731, 2.726, -0.681)  0.00
C (-3.434, -0.923, 2.904)  0.00
Si (-1.883, -1.173, 3.933)  -0.02
C (-1.366, -2.963, 4.090)  0.00
C (-2.191, -0.517, 5.662)  -0.02
Sb (-0.052, 0.162, 2.697)  -0.05
Si (1.953, 0.284, 4.328)  0.00
C (3.116, -1.181, 4.241)  0.00
C (2.894, 1.866, 3.944)  0.00
C (1.246, 0.337, 6.064)  -0.01
Si (-0.911, 2.609, 2.786)  -0.03
C (-2.503, 2.662, 1.779)  0.00
C (-1.356, 3.058, 4.553)  -0.02
C (0.415, 3.816, 2.232)  0.00
H (-4.203, -1.641, 3.193)  0.00
H (-3.262, -1.027, 1.833)  0.00
H (-3.831, 0.079, 3.078)  0.00
H (-2.129, -3.470, 4.685)  0.00
H (-0.421, -3.043, 4.631)  0.00
H (-1.254, -3.485, 3.144)  0.00
H (-3.123, -0.976, 6.000)  0.00
H (-2.313, 0.560, 5.733)  0.00
H (-1.412, -0.818, 6.359)  0.00
H (3.641, -1.258, 3.293)  0.00
H (2.608, -2.128, 4.428)  0.00
H (3.854, -1.033, 5.034)  0.00
H (2.936, 2.090, 2.878)  0.00
H (3.919, 1.770, 4.303)  0.00
H (2.447, 2.723, 4.448)  0.00
H (0.875, -0.644, 6.359)  0.00
H (0.447, 1.059, 6.211)  0.00
H (2.057, 0.596, 6.747)  0.00
H (-3.347, 2.680, 2.470)  0.00
H (-2.612, 1.780, 1.149)  0.00
H (-2.578, 3.544, 1.144)  0.00
H (-2.235, 2.520, 4.902)  0.00
H (-1.595, 4.122, 4.583)  0.00
H (-0.543, 2.894, 5.258)  0.00
H (1.058, 3.445, 1.439)  0.00
H (1.031, 4.092, 3.087)  0.00
H (-0.076, 4.725, 1.879)  0.00
C (-0.752, -4.492, -3.633)  0.00
C (-1.725, -3.486, -4.216)  0.00
C (-1.778, -3.482, -5.729)  0.00
O (-1.495, -2.153, -3.693)  0.00
P (-0.199, -1.230, -3.738)  0.01
S (-0.685, 0.571, -4.278)  0.00
S (0.820, -1.551, -1.986)  0.00
O (0.714, -1.983, -4.805)  0.00
C (2.000, -1.434, -5.190)  0.00
C (3.018, -2.544, -5.038)  0.00
C (1.882, -0.898, -6.601)  0.00
H (-1.091, -5.501, -3.868)  0.00
H (-0.692, -4.390, -2.548)  0.00
H (0.248, -4.360, -4.044)  0.00
H (-2.728, -3.703, -3.834)  0.00
H (-0.790, -3.344, -6.161)  0.00
H (-2.432, -2.687, -6.086)  0.00
H (-2.178, -4.435, -6.076)  0.00
H (2.242, -0.621, -4.496)  0.00
H (2.804, -3.357, -5.732)  0.00
H (3.003, -2.934, -4.021)  0.00
H (4.019, -2.169, -5.252)  0.00
H (1.646, -1.705, -7.294)  0.00
H (2.828, -0.450, -6.909)  0.00
H (1.100, -0.143, -6.660)  0.00



DFT (wB97M-V/def2-TZVPD) results for a cluster of 4 separate species, C28H63BrClN4O16PS2 in total in a non-equilibrium geometry.

The HOMO-LUMO gap comes out at 7.864 eV. The value obtained for the lowest unoccupied orbital energy is -0.231 eV. As for the total charge: 0. As for the SMILES: CN(C)C(=O)C[C@]1(P(=O)(O)O)OS(=O)(=O)O[C@]1(Br)CCCCS(=O)(=O)Cl.COCCNCCOC.COCCNCCOC.COCCNCCOC.

Last column: Löwdin charge in e.
CARTESIAN COORDINATES (ANGSTROEM)
C (5.146, -0.429, 1.997)  -0.09
N (4.437, -0.915, 0.786)  -0.19
C (5.109, -0.330, -0.421)  -0.07
C (3.031, -0.576, 0.786)  -0.41
O (2.629, 0.360, 1.487)  0.05
C (2.106, -1.440, -0.171)  -0.01
C (0.913, -2.164, 0.619)  -0.38
P (1.351, -2.982, 2.299)  0.66
O (0.763, -4.392, 2.385)  -0.32
O (0.922, -2.011, 3.609)  -0.17
O (3.030, -3.200, 2.437)  -0.16
O (0.757, -3.373, -0.199)  -0.25
S (-0.499, -3.337, -1.292)  0.75
O (0.113, -3.213, -2.636)  -0.26
O (-1.625, -4.286, -1.111)  -0.24
O (-1.124, -1.888, -0.765)  -0.28
C (-0.546, -1.473, 0.511)  -0.63
Br (-1.799, -2.384, 1.779)  0.94
C (-0.597, 0.105, 0.389)  -0.12
C (-1.795, 0.827, 1.138)  -0.20
C (-3.162, 0.884, 0.300)  -0.18
C (-4.300, -0.098, 0.866)  -0.27
S (-4.767, -1.438, -0.319)  0.42
O (-4.006, -1.395, -1.594)  -0.37
O (-4.748, -2.798, 0.305)  -0.41
Cl (-6.784, -1.080, -0.803)  0.32
H (4.529, -0.429, 2.933)  0.10
H (5.999, -1.164, 2.179)  0.10
H (5.621, 0.566, 1.750)  0.09
H (4.964, 0.793, -0.365)  0.10
H (4.654, -0.716, -1.382)  0.10
H (6.193, -0.638, -0.390)  0.10
H (2.742, -2.284, -0.587)  0.15
H (1.753, -0.848, -1.061)  0.14
H (0.642, -1.123, 3.319)  0.06
H (3.199, -4.136, 2.657)  0.09
H (-0.730, 0.336, -0.717)  0.14
H (0.354, 0.627, 0.698)  0.11
H (-1.479, 1.913, 1.259)  0.09
H (-2.007, 0.455, 2.178)  0.09
H (-3.582, 1.930, 0.458)  0.12
H (-3.003, 0.781, -0.808)  0.11
H (-5.237, 0.518, 1.057)  0.09
H (-4.022, -0.519, 1.883)  0.08
C (-3.357, -6.660, -5.232)  -0.11
O (-1.939, -6.680, -5.264)  -0.19
C (-1.324, -6.125, -4.100)  -0.21
C (-0.702, -7.215, -3.231)  -0.20
N (-1.722, -8.037, -2.584)  -0.05
C (-1.222, -9.286, -2.007)  -0.19
C (-0.511, -10.288, -2.929)  -0.22
O (-1.356, -10.927, -3.876)  -0.18
C (-1.657, -10.154, -5.025)  -0.10
H (-3.719, -6.870, -6.239)  0.09
H (-3.747, -7.429, -4.559)  0.07
H (-3.730, -5.678, -4.926)  0.09
H (-2.016, -5.500, -3.527)  0.11
H (-0.520, -5.477, -4.458)  0.12
H (-0.076, -6.750, -2.462)  0.12
H (-0.052, -7.815, -3.880)  0.10
H (-2.435, -8.268, -3.263)  0.06
H (-2.089, -9.794, -1.576)  0.12
H (-0.557, -9.039, -1.172)  0.12
H (-0.131, -11.092, -2.291)  0.12
H (0.370, -9.861, -3.422)  0.11
H (-0.817, -9.528, -5.337)  0.09
H (-2.544, -9.544, -4.845)  0.07
H (-1.898, -10.836, -5.842)  0.09
C (3.431, 4.724, 1.493)  -0.10
O (3.132, 5.688, 0.493)  -0.20
C (4.106, 5.769, -0.548)  -0.21
C (3.576, 5.169, -1.848)  -0.21
N (3.453, 3.716, -1.759)  -0.05
C (2.655, 3.105, -2.825)  -0.19
C (1.199, 3.563, -3.001)  -0.22
O (0.328, 3.169, -1.950)  -0.18
C (0.401, 3.977, -0.788)  -0.10
H (2.775, 4.909, 2.344)  0.08
H (3.245, 3.709, 1.130)  0.07
H (4.469, 4.812, 1.827)  0.09
H (5.059, 5.317, -0.255)  0.12
H (4.286, 6.835, -0.716)  0.12
H (4.258, 5.420, -2.667)  0.12
H (2.610, 5.644, -2.054)  0.10
H (3.027, 3.477, -0.872)  0.06
H (2.639, 2.030, -2.620)  0.11
H (3.184, 3.235, -3.774)  0.12
H (0.816, 3.069, -3.898)  0.12
H (1.110, 4.637, -3.195)  0.11
H (0.579, 5.030, -1.023)  0.09
H (1.172, 3.595, -0.117)  0.07
H (-0.551, 3.901, -0.258)  0.08
C (-0.222, 7.888, 2.454)  -0.10
O (-0.142, 7.501, 3.818)  -0.20
C (-1.264, 7.900, 4.605)  -0.21
C (-2.141, 6.701, 4.961)  -0.21
N (-2.848, 6.187, 3.790)  -0.05
C (-3.441, 4.861, 3.971)  -0.19
C (-2.517, 3.696, 4.355)  -0.21
O (-1.619, 3.292, 3.329)  -0.21
C (-0.467, 4.104, 3.189)  -0.09
H (0.765, 7.759, 2.010)  0.09
H (-0.931, 7.260, 1.907)  0.07
H (-0.511, 8.939, 2.359)  0.09
H (-1.843, 8.694, 4.123)  0.12
H (-0.857, 8.309, 5.534)  0.12
H (-2.873, 7.001, 5.718)  0.12
H (-1.486, 5.941, 5.404)  0.10
H (-2.202, 6.138, 3.012)  0.06
H (-3.917, 4.604, 3.020)  0.12
H (-4.244, 4.936, 4.712)  0.12
H (-3.158, 2.828, 4.539)  0.12
H (-1.980, 3.869, 5.294)  0.11
H (-0.105, 4.487, 4.147)  0.09
H (-0.674, 4.925, 2.500)  0.07
H (0.324, 3.499, 2.740)  0.08



> Among the records above, which one has the lowest total charge?

C28H63BrClN4O16PS2